Record 1
C10H6BF4NO2ReSbSe4 as an isolated structure, computed with ωB97M-V/def2-TZVPD.

Summary:
Total charge = +2
Calculated total energy = -297640.667 eV
Energy relative to the best compared isomer or geometry (same formula, charge and spin) = 0.0 kcal per mole
E_LUMO = -8.6 eV
Gap between HOMO and LUMO = 5.7800 eV

Geometry (Å):
Re: 0.970 -1.088 -0.920
O: 4.355 0.885 -0.069
C: 3.229 0.531 -0.052
O: 2.772 -0.510 -0.819
C: 2.125 1.104 0.769
C: 2.332 2.220 1.564
C: 1.271 2.665 2.311
C: 0.062 1.948 2.318
C: -1.012 2.339 3.155
C: -2.142 1.583 3.225
C: -2.233 0.392 2.475
C: -1.229 -0.004 1.636
C: -0.065 0.782 1.515
N: 0.983 0.431 0.687
H: 3.301 2.696 1.560
H: 1.362 3.553 2.925
H: -0.904 3.237 3.750
H: -2.960 1.875 3.869
H: -3.116 -0.226 2.566
H: -1.335 -0.925 1.086
Se: 2.395 -5.415 -7.514
Sb: 0.796 -3.833 -7.705
Se: 1.081 -1.602 -3.073
Se: 0.822 -2.960 0.183
Se: -0.809 -2.257 -7.917
F: -0.764 -0.381 -1.024
B: -2.824 -1.748 -1.623
F: -3.625 -0.715 -1.668
F: -2.626 -2.404 -0.492
F: -2.211 -2.173 -2.719

Atomic partial charges in e from the Löwdin method, atoms 1 to 4:
1. Re 0.87
2. O 0.22
3. C -0.47
4. O -0.31

---

Record 2
C30H32AsClN3O8PSrTe as an isolated structure in a non-equilibrium geometry, computed with ωB97M-V/def2-TZVPD.

Summary:
Total charge = -2
Calculated total energy = -143268.927 eV
Energy relative to the best compared isomer or geometry (same formula, charge and spin) = 0.0 kcal per mole
E_LUMO = 4.0 eV
Gap between HOMO and LUMO = 6.4265 eV

Geometry (Å):
Sr: -0.213 0.412 1.433
O: 2.639 3.098 -0.816
C: 1.708 2.509 -0.263
O: 1.564 1.264 -0.065
C: 0.537 3.396 0.249
C: 0.403 4.738 -0.077
C: -0.687 5.430 0.434
C: -1.612 4.790 1.251
C: -1.416 3.445 1.532
N: -0.362 2.807 1.029
C: -2.394 2.619 2.423
O: -3.358 3.242 2.883
O: -2.093 1.402 2.575
H: 1.146 5.196 -0.715
H: -0.821 6.479 0.191
H: -2.475 5.288 1.669
Cl: 6.774 2.325 3.702
C: 5.060 1.943 3.497
C: 4.093 2.810 4.030
C: 2.761 2.520 3.911
C: 2.307 1.312 3.286
O: 1.087 1.003 3.262
C: 3.324 0.466 2.708
C: 3.028 -0.746 1.947
N: 1.893 -1.349 1.922
C: 1.736 -2.605 1.300
C: 2.746 -3.486 1.026
C: 2.493 -4.764 0.467
C: 1.222 -5.174 0.200
C: 0.136 -4.308 0.495
C: -1.217 -4.671 0.268
C: -2.220 -3.814 0.585
C: -1.884 -2.548 1.130
N: -0.648 -2.194 1.346
C: 0.380 -3.040 1.038
C: 4.676 0.817 2.819
H: 4.415 3.719 4.523
H: 2.000 3.190 4.291
H: 3.874 -1.129 1.365
H: 3.767 -3.205 1.249
H: 3.329 -5.421 0.259
H: 1.022 -6.150 -0.225
H: -1.429 -5.644 -0.165
H: -3.259 -4.064 0.414
H: -2.655 -1.826 1.381
H: 5.427 0.173 2.373
C: 3.587 -2.276 -2.886
As: 2.767 -0.903 -1.737
C: 0.921 -1.447 -2.114
C: 2.822 0.560 -3.032
H: 3.113 -2.306 -3.871
H: 3.474 -3.251 -2.407
H: 4.652 -2.068 -3.007
H: 0.722 -1.378 -3.185
H: 0.230 -0.795 -1.583
H: 0.773 -2.477 -1.781
H: 2.786 0.158 -4.047
H: 3.714 1.165 -2.882
H: 1.960 1.199 -2.850
C: -3.925 -2.840 -3.226
C: -4.146 -1.433 -2.723
O: -3.124 -1.144 -1.782
P: -2.749 0.365 -1.348
O: -1.602 0.176 -0.409
Te: -2.492 1.772 -3.249
O: -4.027 0.733 -0.471
C: -5.086 1.634 -0.820
C: -4.836 3.006 -0.244
H: -4.673 -3.100 -3.981
H: -3.990 -3.563 -2.410
H: -2.933 -2.924 -3.670
H: -5.124 -1.337 -2.238
H: -4.110 -0.714 -3.546
H: -5.996 1.191 -0.410
H: -5.186 1.678 -1.907
H: -4.642 2.957 0.828
H: -5.710 3.642 -0.421
H: -3.972 3.463 -0.730

Atomic partial charges in e from the Löwdin method, atoms 1 to 4:
1. Sr 1.51
2. O -0.01
3. C -0.62
4. O -0.21

---

Record 3
C29H26N2O2S3Sn as an isolated structure in a non-equilibrium geometry, computed with ωB97M-V/def2-TZVPD.

Summary:
Total charge = 0
Calculated total energy = -75902.414 eV
Energy relative to the best compared isomer or geometry (same formula, charge and spin) = 21.9 kcal per mole
E_LUMO (alpha / beta) = -0.5 / -0.5 eV
Gap between HOMO and LUMO (alpha / beta) = 7.1185 / 7.1171 eV

Geometry (Å):
Sn: -0.581 -0.865 -3.581
C: -2.592 -2.147 0.072
C: -2.174 -1.517 -1.157
N: -1.084 -1.853 -1.737
N: -0.353 -2.856 -1.159
C: 0.860 -2.939 -1.573
S: 1.543 -2.078 -2.928
S: 1.947 -3.966 -0.769
C: 0.902 -4.804 0.441
C: 0.641 -4.121 1.758
C: -0.649 -4.306 2.378
C: -0.874 -3.693 3.587
C: 0.158 -3.048 4.284
C: 1.409 -2.925 3.699
C: 1.653 -3.479 2.443
C: -2.844 -0.260 -1.526
C: -4.191 -0.114 -1.192
C: -4.851 1.070 -1.335
C: -4.199 2.211 -1.852
C: -2.892 2.061 -2.247
C: -2.245 0.836 -2.177
O: -0.913 0.783 -2.585
H: -1.708 -2.367 0.651
H: -3.116 -3.092 -0.080
H: -3.289 -1.546 0.680
H: 1.368 -5.807 0.534
H: -0.076 -4.961 -0.044
H: -1.416 -4.866 1.818
H: -1.878 -3.871 3.933
H: -0.043 -2.598 5.272
H: 2.282 -2.413 4.116
H: 2.538 -3.181 1.820
H: -4.688 -0.994 -0.770
H: -5.904 1.170 -1.020
H: -4.697 3.172 -1.955
H: -2.348 2.914 -2.545
C: -1.717 -1.515 -5.021
H: -1.066 -1.985 -5.741
H: -2.139 -0.717 -5.608
O: 3.435 2.891 -2.114
S: 2.574 2.165 -1.055
C: 3.390 2.015 0.568
C: 4.357 2.859 1.155
C: 4.797 2.491 2.400
C: 4.297 1.310 3.011
C: 3.372 0.554 2.442
C: 2.842 0.927 1.180
C: 1.236 3.281 -0.733
C: 0.089 2.905 -0.072
C: -1.042 3.789 -0.194
C: -0.896 5.051 -0.721
C: 0.339 5.394 -1.317
C: 1.400 4.544 -1.353
H: 4.641 3.747 0.663
H: 5.415 3.214 2.984
H: 4.733 1.168 3.982
H: 3.128 -0.365 2.952
H: 2.020 0.286 0.856
H: 0.022 1.893 0.366
H: -1.926 3.539 0.346
H: -1.633 5.824 -0.622
H: 0.327 6.345 -1.781
H: 2.312 4.839 -1.825

Atomic partial charges in e from the natural (NBO) method, atoms 1 to 4:
1. Sn 1.78
2. C -0.70
3. C 0.37
4. N -0.40

---

Record 4
A 2-piece molecular cluster, C3H6N2O5 overall in a non-equilibrium geometry, computed with ωB97M-V/def2-TZVPD.

Summary:
Total charge = 0
SMILES = CO[C@]1([N+](=O)[O-])NC1=O.O
Calculated total energy = -16420.122 eV
Energy relative to the best compared isomer or geometry (same formula, charge and spin) = 62.5 kcal per mole
E_LUMO = -0.3 eV
Gap between HOMO and LUMO = 9.7068 eV

Geometry (Å):
C: -2.602 0.277 0.562
O: -1.625 -0.718 0.396
C: -0.446 -0.315 -0.111
N: 0.222 -1.149 -1.083
O: 1.386 -0.832 -1.305
O: -0.293 -2.079 -1.633
N: 0.626 0.308 0.660
C: 0.122 1.162 -0.173
O: -0.068 2.234 -0.627
H: -2.422 0.597 1.552
H: -3.574 -0.199 0.514
H: -2.599 1.119 -0.063
H: 1.503 -0.078 0.782
O: 3.266 -0.184 0.508
H: 3.071 -0.831 -0.259
H: 3.433 0.690 0.280

Atomic partial charges in e from the natural (NBO) method, atoms 1 to 4:
1. C -0.25
2. O -0.48
3. C 0.30
4. N 0.51

---

Record 5
An isolated ion of composition C3H2NO3 and charge +1 in a non-equilibrium geometry, computed with ωB97M-V/def2-TZVPD.

Summary:
Total charge = +1
SMILES = C=[N+]1C(=O)OC1=O
Calculated total energy = -10766.050 eV
Energy relative to the best compared isomer or geometry (same formula, charge and spin) = 19.5 kcal per mole
E_LUMO = -6.6 eV
Gap between HOMO and LUMO = 10.7855 eV

Geometry (Å):
C: 1.506 -0.092 0.012
N: 0.247 -0.063 0.062
C: -1.347 -0.954 -0.009
O: -1.426 -2.085 0.029
O: -1.840 0.210 -0.101
C: -0.663 1.041 -0.005
O: -0.586 2.191 0.039
H: 2.102 0.807 -0.126
H: 2.007 -1.055 0.099

Atomic partial charges in e from the natural (NBO) method, atoms 1 to 4:
1. C 0.19
2. N -0.51
3. C 1.03
4. O -0.32

---

Record 6
C31H25N4O2SSe2Zr as an isolated structure in a non-equilibrium geometry, computed with ωB97M-V/def2-TZVPD.

Summary:
Total charge = +3
Calculated total energy = -185394.502 eV
Energy relative to the best compared isomer or geometry (same formula, charge and spin) = 6.1 kcal per mole
E_LUMO = -9.9 eV
Gap between HOMO and LUMO = 6.6628 eV

Geometry (Å):
Zr: 0.030 -0.558 0.682
C: -0.547 -2.185 3.673
C: -1.350 -1.215 3.067
C: -1.004 0.146 3.202
C: 0.127 0.507 3.938
C: 0.879 -0.468 4.586
C: 0.549 -1.806 4.447
H: -0.837 -3.227 3.628
H: -2.301 -1.490 2.632
H: -1.694 0.914 2.882
H: 0.351 1.556 4.091
H: 1.704 -0.175 5.223
H: 1.111 -2.562 4.982
Se: 1.367 -3.282 1.084
Se: 1.471 -2.744 -1.230
C: -0.420 -2.950 -1.435
C: -0.934 -3.866 -2.321
C: -2.318 -4.014 -2.380
C: -3.098 -3.262 -1.520
C: -2.495 -2.356 -0.665
N: -1.161 -2.165 -0.632
C: 2.596 -1.942 1.724
C: 3.847 -2.260 2.204
C: 4.628 -1.225 2.716
C: 4.124 0.069 2.710
C: 2.859 0.297 2.202
N: 2.096 -0.694 1.719
H: -0.270 -4.465 -2.929
H: -2.768 -4.724 -3.062
H: -4.174 -3.368 -1.501
H: -3.087 -1.752 0.001
H: 4.200 -3.282 2.185
H: 5.615 -1.432 3.108
H: 4.707 0.893 3.097
H: 2.443 1.297 2.174
O: -2.575 2.358 1.000
S: -2.123 1.328 0.134
O: -2.110 -0.052 0.748
N: -0.538 1.295 -0.141
C: 0.189 2.260 -0.851
C: -0.232 3.505 -1.238
C: 0.643 4.337 -1.968
C: 1.906 3.917 -2.285
C: 2.354 2.636 -1.877
C: 3.637 2.128 -2.147
C: 3.969 0.878 -1.683
C: 3.028 0.141 -0.965
N: 1.794 0.557 -0.696
C: 1.475 1.809 -1.152
C: -2.992 1.316 -1.368
C: -2.472 0.635 -2.470
C: -3.203 0.648 -3.642
C: -4.421 1.324 -3.697
C: -4.918 2.000 -2.591
C: -4.198 2.010 -1.406
H: -1.224 3.853 -0.975
H: 0.305 5.318 -2.270
H: 2.576 4.558 -2.843
H: 4.348 2.722 -2.708
H: 4.946 0.453 -1.863
H: 3.317 -0.831 -0.587
H: -1.510 0.139 -2.414
H: -2.825 0.148 -4.523
H: -4.981 1.331 -4.623
H: -5.860 2.527 -2.654
H: -4.548 2.539 -0.530

Atomic partial charges in e from the natural (NBO) method, atoms 1 to 4:
1. Zr 2.15
2. C -0.17
3. C -0.31
4. C -0.25

---

Record 7
C19H31N2O as an isolated structure in a non-equilibrium geometry, computed with ωB97M-V/def2-TZVPD.

Summary:
Total charge = +1
Calculated total energy = -25208.770 eV
Energy relative to the best compared isomer or geometry (same formula, charge and spin) = 479.4 kcal per mole
E_LUMO = -3.3 eV
Gap between HOMO and LUMO = 8.0898 eV

Geometry (Å):
C: -6.812 -1.893 0.748
C: -5.264 -2.383 0.680
C: -4.369 -1.560 -0.356
C: -4.240 -0.212 -0.013
C: -3.332 0.309 -1.142
C: -3.260 1.906 -0.721
C: -2.653 2.270 0.725
C: -1.162 1.900 0.651
C: -0.202 2.483 -0.330
H: -0.349 2.105 -1.267
H: -0.229 3.749 -0.170
O: 1.093 2.223 -0.024
C: 1.688 0.693 -0.250
C: 2.959 0.725 0.412
C: 3.524 -0.631 0.041
C: 2.744 -1.656 -0.389
C: 1.579 -1.546 -0.967
C: 0.952 -0.189 -0.764
H: 0.112 0.160 -1.309
H: 0.966 -2.110 -1.417
N: 3.552 -2.746 -0.638
C: 4.660 -2.385 0.227
C: 4.790 -1.074 0.581
C: 5.883 -0.410 1.321
H: 6.662 -1.005 1.303
H: 5.688 0.191 1.961
C: 6.654 0.210 0.085
H: 7.565 1.053 0.456
H: 6.861 -0.274 -0.638
N: 5.718 1.383 -0.347
H: 5.965 1.896 -1.387
H: 5.587 2.180 0.114
H: 4.751 1.019 -0.441
H: 5.516 -3.359 0.139
H: 3.296 -3.696 -0.933
H: 3.404 1.598 1.055
H: -1.099 0.796 0.557
H: -0.809 2.188 2.040
H: -3.203 2.080 1.394
H: -2.666 3.616 0.710
H: -4.117 2.371 -0.654
H: -2.765 2.488 -1.358
H: -3.853 0.287 -1.965
H: -2.431 -0.145 -0.923
H: -5.352 0.414 -0.060
H: -3.719 -0.179 1.007
H: -4.901 -1.832 -1.277
H: -3.429 -2.305 -0.334
H: -4.977 -2.149 1.583
H: -5.530 -3.376 0.508
H: -7.253 -1.933 -0.386
H: -6.913 -0.812 0.925
H: -7.281 -2.432 1.239

Atomic partial charges in e from the natural (NBO) method, atoms 1 to 4:
1. C -0.52
2. C -0.38
3. C -0.42
4. C -0.40

---

Record 8
A 10-piece molecular cluster, C15H40F10N9O19PS4 overall in a non-equilibrium geometry, computed with ωB97M-V/def2-TZVPD.

Summary:
Total charge = 0
Calculated total energy = -148313.560 eV
E_LUMO = -1.0 eV
Gap between HOMO and LUMO = 6.9489 eV

Geometry (Å):
C: 20.346 3.373 8.804
C: 21.277 4.601 8.825
O: 21.500 5.177 7.773
N: 21.932 5.057 10.168
H: 21.178 5.107 10.838
H: 22.554 4.348 10.530
C: 22.655 6.412 10.034
H: 20.906 2.548 9.245
H: 20.026 3.199 7.777
H: 19.377 3.463 9.296
H: 23.096 6.620 11.009
H: 21.847 7.117 9.836
H: 23.442 6.420 9.280
C: 23.572 0.529 16.857
C: 22.235 -0.115 17.226
O: 21.960 -1.266 16.965
N: 21.313 0.684 18.185
H: 21.527 1.667 18.092
H: 20.369 0.545 17.853
C: 21.701 0.172 19.602
H: 23.365 1.062 15.930
H: 24.353 -0.213 16.690
H: 23.899 1.226 17.628
H: 21.821 -0.911 19.639
H: 20.896 0.550 20.231
H: 22.657 0.601 19.905
C: 17.478 2.364 11.550
C: 16.972 2.897 12.893
O: 15.845 2.686 13.304
N: 17.956 3.732 13.809
H: 18.754 4.060 13.284
H: 17.531 4.590 14.130
C: 18.561 2.959 15.047
H: 17.021 1.469 11.127
H: 18.547 2.166 11.629
H: 17.388 3.175 10.826
H: 19.194 3.651 15.603
H: 19.074 2.154 14.522
H: 17.686 2.722 15.653
C: 23.538 -3.916 11.673
C: 23.704 -2.776 12.698
O: 23.604 -2.849 13.899
N: 23.845 -1.421 12.064
H: 23.996 -0.684 12.738
H: 24.712 -1.481 11.550
C: 22.788 -1.143 10.960
H: 22.587 -3.830 11.147
H: 23.419 -4.858 12.209
H: 24.397 -4.014 11.010
H: 22.922 -1.877 10.165
H: 22.908 -0.079 10.757
H: 21.799 -1.114 11.417
C: 26.537 1.965 15.485
C: 27.109 2.982 14.524
O: 28.287 3.222 14.598
N: 26.176 3.469 13.432
H: 26.450 3.482 12.460
H: 25.332 2.919 13.509
C: 25.906 4.987 13.697
H: 27.266 1.695 16.248
H: 26.212 1.004 15.087
H: 25.760 2.441 16.084
H: 25.329 5.073 14.618
H: 25.208 5.327 12.932
H: 26.842 5.546 13.703
P: 22.500 2.438 13.185
F: 21.811 1.264 13.990
F: 21.907 1.904 11.750
F: 21.224 3.436 13.389
F: 23.177 3.640 12.282
F: 23.244 2.993 14.497
F: 23.748 1.473 12.911
N: 22.322 5.269 18.496
S: 22.090 4.613 17.165
O: 21.691 3.222 17.023
O: 22.909 5.186 16.106
F: 20.679 5.394 16.850
S: 23.779 4.408 18.718
O: 24.897 4.697 17.909
O: 23.652 3.000 19.174
F: 24.300 5.204 20.113
N: 26.764 3.348 10.822
S: 25.720 2.959 9.746
O: 26.109 2.644 8.348
O: 24.401 3.520 9.912
F: 25.388 1.512 10.373
S: 26.887 4.900 10.075
O: 25.787 5.802 10.423
O: 27.484 4.943 8.720
F: 28.132 5.472 10.938
N: 18.866 5.961 11.465
O: 19.604 5.159 12.058
O: 17.672 5.782 11.611
O: 19.337 6.837 10.794
N: 27.205 -0.833 12.867
O: 26.263 -0.057 12.625
O: 27.098 -1.657 13.773
O: 28.192 -0.823 12.184

Atomic partial charges in e from the Löwdin method, atoms 1 to 4:
1. C 0.03
2. C -0.30
3. O 0.14
4. N 0.12